Record 1
{
  "formula": "C22H61BClN3O13P",
  "method": "wB97M-V/def2-TZVPD",
  "homo_lumo_gap_ev": 7.50,
  "fmax_ev_per_a": 1.9,
  "total_charge": 1,
  "elements": ["Cl", "P", "O", "O", "O", "O", "O", "O", "O", "O", "O", "O", "O", "O", "O", "N", "N", "N", "C", "C", "C", "C", "C", "C", "C", "C", "C", "C", "C", "C", "C", "C", "C", "C", "C", "C", "C", "C", "C", "C", "B", "H", "H", "H", "H", "H", "H", "H", "H", "H", "H", "H", "H", "H", "H", "H", "H", "H", "H", "H", "H", "H", "H", "H", "H", "H", "H", "H", "H", "H", "H", "H", "H", "H", "H", "H", "H", "H", "H", "H", "H", "H", "H", "H", "H", "H", "H", "H", "H", "H", "H", "H", "H", "H", "H", "H", "H", "H", "H", "H", "H", "H"],
  "positions_angstrom": [[1.87664, -1.03971, 0.67082], [1.96382, 1.96484, -3.99562], [3.59108, -0.85884, -3.00423], [3.88802, -0.45449, 5.75486], [4.51312, 3.17197, 8.20254], [-1.23467, 3.75972, -5.54104], [-1.91568, 0.25716, -3.46072], [2.67849, 2.18117, 4.29523], [1.69742, -5.35094, 1.18988], [-0.50403, -1.36654, -7.31743], [2.54261, 1.91829, -7.09752], [-1.68158, -3.80660, 3.41790], [-4.10593, -1.88727, 3.45177], [1.45560, -1.80934, -2.54572], [-3.64672, 1.45639, -0.95819], [-3.28917, -0.50067, 0.09819], [1.05770, 2.70387, -0.20314], [1.41403, 3.37752, -4.39531], [0.82096, 1.59112, 1.91703], [-4.00513, 0.32161, -0.73572], [4.05406, -0.54639, 7.16789], [1.80551, 1.69133, -8.30025], [-0.98479, -3.66105, 4.65339], [0.29321, -5.45232, 0.94390], [-2.78681, 0.09581, 1.35449], [1.92435, 0.48209, -1.55431], [-2.62871, 3.79223, -5.84993], [-5.23237, -0.24309, -1.39943], [1.81680, -3.10458, -2.04178], [-1.25002, 0.17710, 1.32016], [1.31094, 2.80838, -1.51768], [1.73736, 1.70352, -2.20485], [-1.11534, -2.65355, -7.36171], [1.66459, 0.42095, -0.19363], [1.20987, 1.55934, 0.48122], [2.42594, 2.75413, 5.58897], [3.67917, 3.57514, 9.28891], [-0.72150, 1.44219, 1.97049], [-2.49564, -1.04219, -3.51212], [-4.66654, -3.20758, 3.44636], [2.37719, -0.80821, -2.39551], [0.01256, -6.49782, 1.03220], [1.96111, 2.41015, -6.50858], [1.76076, -3.85440, -2.82515], [-0.57167, -3.25272, -8.08644], [-2.41345, -1.54439, -2.54397], [1.12772, -3.39642, -1.25675], [-2.79542, 4.18548, -6.85476], [-5.95719, 0.55349, -1.50991], [-3.19009, 1.09182, 1.50665], [-3.54741, -0.98874, -3.80592], [2.66756, 3.24013, 9.07308], [1.58443, 2.22864, 6.03472], [-1.12877, 2.30774, 1.43835], [-5.00295, -0.61223, -2.39640], [-0.91314, 4.66588, -5.58347], [2.17892, 3.81344, 5.49432], [-0.82918, -0.67198, 1.85864], [0.90841, 1.10706, -8.08173], [0.05951, -5.10327, -0.06755], [0.66190, 3.28044, -5.07191], [1.52520, 2.63978, -8.76390], [5.40567, 3.47010, 8.39772], [2.43991, 1.13378, -8.98315], [-4.13572, -3.77685, 2.69032], [-0.96357, 0.06715, 0.27727], [-3.17037, 4.40172, -5.12366], [-2.15948, -2.57865, -7.67494], [2.83027, -3.11299, -1.64970], [1.29748, 0.81582, 2.49778], [-1.06778, 1.55125, 2.99411], [-4.56245, -1.36805, 4.12028], [-2.99997, 2.77207, -5.80235], [-0.31764, -4.51169, 4.76248], [-3.74874, -1.38480, 0.25533], [-0.26577, -4.86531, 1.67540], [1.21810, 0.98202, -4.67385], [3.32736, 1.80047, -4.28696], [-5.73023, -3.19284, 3.20309], [3.50658, 0.40668, 5.56224], [-2.26704, -3.04721, 3.33017], [1.13018, 3.75191, -2.01615], [-0.39351, -2.74131, 4.66235], [3.67916, 4.66203, 9.39642], [-1.95237, -1.62180, -4.25517], [4.48518, -1.51925, 7.38883], [3.09133, -0.46083, 7.68022], [3.42604, 2.65429, 3.91799], [-2.39469, 0.77026, -2.79928], [3.30469, 2.64148, 6.22614], [-1.06415, -3.14458, -6.38559], [-3.09782, -0.58499, 2.13872], [-5.69130, -1.04794, -0.83164], [1.94403, -4.42636, 1.11451], [-4.52384, -3.68008, 4.41867], [1.10132, 2.54930, 2.34347], [4.72630, 0.23354, 7.53359], [0.72558, 3.50411, 0.31961], [-1.68416, -3.64608, 5.49353], [4.01219, 3.11986, 10.22367], [-0.98650, -0.83617, -6.67683], [3.48338, -1.24668, -3.88357]],
  "forces_ev_per_a": [[0.1, -0.2, 0.1], [-0.9, 1.3, -1.1], [-0.2, 0.9, -0.1], [0.0, -0.1, 0.1], [-0.1, 0.0, 0.1], [-0.2, 0.1, -0.1], [0.1, -0.1, 0.0], [-0.2, 0.0, 0.1], [-0.1, -0.2, -0.1], [0.0, -0.1, 0.0], [0.0, -0.1, 0.0], [0.2, 0.1, 0.0], [0.0, -0.2, -0.1], [0.0, 0.3, 0.6], [0.3, 0.8, 0.0], [-0.9, 0.1, 0.7], [0.2, -0.5, -0.3], [0.4, -0.2, 0.1], [-0.8, 0.0, -0.1], [0.0, -0.4, -0.3], [0.0, 0.2, -0.2], [-0.1, 0.0, 0.3], [-0.2, 0.1, -0.1], [0.3, 0.3, 0.1], [1.1, -0.6, -0.6], [0.4, -0.2, -0.1], [0.1, 0.0, 0.0], [-0.2, -0.3, 0.0], [0.1, -0.4, -0.3], [-0.3, -0.2, 0.6], [-0.3, 0.1, -0.1], [0.3, -0.1, -0.2], [0.0, 0.2, 0.1], [-0.3, 0.8, -0.1], [0.4, -0.6, 0.6], [0.3, 0.1, -0.2], [0.2, 0.0, -0.1], [0.2, 0.5, -0.5], [0.1, 0.3, 0.1], [-0.2, 0.1, 0.1], [-0.5, -0.7, -0.2], [0.1, 0.0, 0.0], [0.2, 0.3, -0.1], [-0.1, 0.1, -0.2], [0.0, 0.0, 0.0], [0.0, -0.1, 0.0], [-0.1, 0.1, 0.1], [-0.1, 0.0, 0.0], [0.0, 0.2, 0.0], [-0.3, 0.1, -0.1], [0.1, -0.1, -0.1], [0.0, 0.0, 0.0], [0.0, -0.1, -0.1], [-0.2, 0.0, 0.0], [0.1, 0.0, 0.0], [0.1, 0.0, 0.0], [0.0, 0.0, 0.1], [0.0, -0.2, -0.1], [0.0, 0.0, -0.2], [-0.2, -0.1, 0.0], [-0.2, 0.2, 0.3], [0.0, 0.0, -0.1], [0.0, 0.0, -0.1], [0.0, 0.0, 0.0], [0.0, -0.1, 0.0], [0.2, 0.2, -0.1], [-0.1, 0.0, 0.0], [0.0, -0.1, 0.0], [0.1, 0.0, 0.1], [0.3, -0.1, 0.0], [0.1, -0.2, 0.2], [0.0, 0.0, 0.0], [0.0, 0.0, 0.0], [0.0, 0.0, 0.0], [0.0, 0.0, 0.0], [-0.1, -0.1, -0.1], [0.5, -0.7, 0.5], [0.0, -0.5, 0.4], [0.0, 0.1, 0.0], [0.0, 0.0, -0.2], [0.0, 0.1, 0.1], [0.0, 0.1, -0.1], [0.1, 0.0, 0.1], [-0.1, 0.0, 0.0], [0.0, 0.0, 0.0], [0.0, 0.0, 0.0], [0.0, 0.0, 0.1], [0.1, -0.1, 0.0], [0.0, 0.1, 0.0], [-0.1, 0.1, 0.1], [0.0, -0.1, 0.0], [-0.1, 0.3, 0.2], [0.0, -0.1, 0.0], [0.0, 0.0, 0.1], [0.0, -0.1, -0.1], [0.1, 0.1, 0.2], [0.0, 0.0, 0.1], [0.0, 0.1, -0.1], [0.1, 0.0, 0.1], [-0.1, 0.0, 0.0], [0.0, 0.1, 0.0], [0.4, -0.5, 0.1]],
  "lowdin_charge": [0.879, 0.794, 0.203, -0.127, -0.145, -0.159, -0.124, -0.146, -0.123, -0.133, -0.164, -0.149, -0.151, 0.031, 0.055, 0.070, 0.174, -0.269, -0.132, -0.556, -0.153, -0.136, -0.133, -0.143, -0.151, -0.037, -0.133, 0.018, -0.052, -0.182, -0.012, -0.241, -0.156, -0.503, -0.207, -0.124, -0.143, -0.165, -0.147, -0.125, -0.689, 0.084, -0.003, 0.101, 0.080, 0.076, 0.065, 0.080, 0.093, 0.122, 0.068, 0.075, 0.088, 0.116, 0.064, 0.078, 0.084, 0.102, 0.067, 0.061, -0.053, 0.080, 0.079, 0.080, 0.079, 0.106, 0.080, 0.079, 0.094, 0.095, 0.127, 0.093, 0.075, 0.083, 0.125, 0.056, 0.052, 0.040, 0.085, 0.022, 0.023, 0.127, 0.075, 0.079, 0.068, 0.077, 0.076, 0.088, 0.044, 0.058, 0.068, 0.085, 0.082, 0.048, 0.089, 0.113, 0.069, 0.187, 0.078, 0.079, 0.058, 0.141]
}

Record 2
{
  "formula": "C18H37AuClGeNO2Si3",
  "method": "wB97M-V/def2-TZVPD",
  "spin_multiplicity": 2,
  "homo_lumo_gap_ev": [4.74, 4.53],
  "relative_energy_ev": 2.100,
  "fmax_ev_per_a": 2.4,
  "total_charge": 1,
  "elements": ["Au", "Ge", "Cl", "Si", "Si", "Si", "O", "O", "N", "C", "C", "C", "C", "C", "C", "C", "C", "C", "C", "C", "C", "C", "C", "C", "C", "C", "C", "H", "H", "H", "H", "H", "H", "H", "H", "H", "H", "H", "H", "H", "H", "H", "H", "H", "H", "H", "H", "H", "H", "H", "H", "H", "H", "H", "H", "H", "H", "H", "H", "H", "H", "H", "H", "H"],
  "positions_angstrom": [[0.86030, -0.69690, -1.02850], [-0.02430, -0.03310, 1.68940], [1.60870, 6.13660, -0.89770], [-1.91490, -1.51730, 3.19370], [2.18620, -0.79210, 3.58850], [-0.76510, 2.23640, 3.17630], [-1.72620, -0.03000, 0.65010], [-2.68480, 1.61890, -0.47130], [-1.22980, -1.51090, -1.49100], [-2.16180, -0.39260, -1.66940], [1.87320, 2.37330, -2.16680], [2.65150, 3.83520, 0.04880], [0.46770, 3.44580, 2.37470], [1.98700, 4.45370, -0.99950], [-2.57090, 2.60120, 2.70860], [2.70890, 0.24890, -1.13420], [-1.85400, -1.30840, 5.10000], [2.56150, -2.37400, 2.58350], [-0.37700, 2.09640, 5.04980], [-3.72630, -1.21910, 2.65970], [2.88440, 2.47380, -0.00040], [-2.20300, 0.51340, -0.42740], [3.59100, 0.45490, 3.24990], [2.06320, -1.17750, 5.45680], [2.49660, 1.70890, -1.10280], [-1.23550, -3.22020, 2.60690], [1.61130, 3.72520, -2.11950], [-3.78650, -0.81120, 1.65710], [-3.28050, 2.02450, 3.29190], [1.11750, 4.22620, -2.93710], [3.35790, 1.46730, 3.56310], [1.49110, 3.22050, 2.66330], [-2.41860, -0.43420, 5.40710], [-0.77430, -3.14660, 1.62430], [-4.21710, -0.51160, 3.32400], [1.91870, -3.20290, 2.85840], [-3.19070, -0.72530, -1.85290], [-0.97430, 1.35150, 5.56090], [0.66970, 1.86560, 5.22240], [-2.79680, 3.65550, 2.85570], [-1.84220, 0.21260, -2.51980], [3.00920, -1.58620, 5.80260], [3.41120, 2.00490, 0.81690], [3.13310, -0.05490, -2.08580], [-0.58060, 3.05430, 5.52130], [-0.48380, -3.59880, 3.29280], [1.85930, -0.28950, 6.04640], [-1.54840, -2.10080, -0.72610], [-2.02800, -3.96180, 2.54970], [3.83390, 0.47390, 2.19340], [2.44870, -2.20160, 1.51510], [1.57420, 1.80810, -3.03710], [4.49040, 0.14930, 3.77890], [0.40210, 3.40760, 1.29010], [0.26020, 4.47000, 2.67510], [2.96410, 4.42650, 0.89610], [-2.73870, 2.37940, 1.65660], [-4.30790, -2.13900, 2.67850], [-1.21000, -2.07580, -2.33560], [3.37460, -0.06950, -0.33490], [3.58730, -2.68640, 2.75960], [-0.85050, -1.21810, 5.49620], [-2.32110, -2.17020, 5.56880], [1.29520, -1.91120, 5.67760]],
  "forces_ev_per_a": [[-0.3, 0.1, 0.0], [-1.1, 1.3, 1.7], [0.0, 0.1, 0.0], [-0.9, -0.4, 0.6], [1.6, -1.4, -1.1], [-0.1, -0.2, -0.8], [1.4, -1.0, 1.4], [0.0, -0.3, -0.2], [0.5, 0.0, 0.3], [-0.3, 0.6, 0.2], [0.1, -0.2, 0.2], [-0.1, 0.3, -0.2], [-0.6, -0.5, 0.3], [0.1, -0.2, 0.1], [0.7, -0.1, 0.2], [-0.3, -0.4, 0.6], [0.3, 0.1, -0.9], [-0.2, 0.5, 0.4], [-0.2, -0.3, -0.9], [0.7, 0.2, 0.0], [0.1, -0.1, -0.3], [-0.1, 0.6, -1.3], [-1.0, -0.1, 0.0], [-0.8, 0.5, -0.7], [-0.1, 0.7, 0.1], [-0.1, 0.8, 0.1], [0.0, 0.2, 0.1], [0.0, 0.0, -0.1], [-0.1, -0.2, 0.2], [-0.1, 0.0, -0.1], [0.0, 0.2, 0.1], [0.1, -0.1, 0.0], [-0.1, 0.2, -0.1], [0.1, 0.0, -0.1], [0.1, 0.1, 0.1], [-0.2, -0.1, 0.1], [0.1, 0.0, 0.0], [-0.1, -0.1, 0.1], [0.2, 0.0, 0.0], [0.0, 0.2, 0.1], [-0.1, -0.1, 0.1], [0.3, 0.0, -0.3], [0.0, -0.1, 0.1], [0.0, -0.3, -0.2], [0.0, 0.3, -0.1], [0.2, 0.0, 0.1], [0.0, 0.2, 0.1], [0.0, 0.0, -0.1], [-0.3, 0.0, 0.0], [-0.1, -0.1, -0.2], [0.0, 0.1, -0.1], [0.0, -0.1, -0.1], [0.0, -0.3, 0.3], [0.0, 0.0, -0.1], [-0.1, 0.2, 0.2], [0.0, 0.0, 0.1], [0.1, 0.0, -0.1], [0.1, -0.2, 0.1], [0.0, 0.0, 0.1], [0.1, -0.1, 0.0], [0.3, 0.0, 0.1], [0.2, 0.0, 0.1], [-0.1, -0.3, -0.1], [-0.1, -0.1, 0.0]],
  "mulliken_spin": [0.011, 0.390, 0.000, 0.317, 0.050, -0.041, 0.001, 0.005, 0.002, 0.000, 0.003, -0.010, 0.069, -0.002, 0.001, 0.008, 0.042, 0.005, -0.003, 0.042, 0.028, 0.002, 0.017, 0.009, -0.005, 0.078, 0.000, -0.008, 0.002, 0.000, 0.001, -0.004, -0.004, -0.002, -0.003, -0.001, 0.001, 0.002, -0.001, -0.001, 0.000, 0.002, -0.011, 0.000, -0.002, 0.003, -0.001, 0.001, 0.016, -0.002, 0.000, 0.000, 0.001, -0.026, 0.004, 0.000, 0.000, 0.008, 0.000, 0.002, 0.004, -0.013, 0.013, 0.001]
}

Record 3
{
  "formula": "C3H5NO2",
  "method": "wB97M-V/def2-TZVPD",
  "homo_lumo_gap_ev": 11.43,
  "relative_energy_ev": 0.968,
  "fmax_ev_per_a": 0.6,
  "smiles": "[H]/N=C/OC(C)=O",
  "elements": ["O", "O", "N", "C", "C", "C", "H", "H", "H", "H", "H"],
  "positions_angstrom": [[1.96439, 0.24937, -0.62217], [0.49211, 0.54258, 1.07304], [-0.90584, 1.26477, -0.52829], [0.29682, -1.46347, -0.29351], [1.00816, -0.16578, -0.04961], [-0.56796, 1.27672, 0.68826], [-1.69755, 1.85523, -0.74108], [0.20725, -1.63635, -1.36699], [-1.01689, 1.81082, 1.52883], [0.90996, -2.25675, 0.14382], [-0.69045, -1.47714, 0.16771]],
  "forces_ev_per_a": [[-0.4, -0.3, 0.4], [0.0, 0.1, 0.0], [-0.1, 0.2, 0.2], [0.0, -0.1, 0.0], [0.5, -0.1, -0.3], [-0.2, 0.1, -0.3], [-0.2, 0.1, 0.2], [0.1, 0.0, 0.1], [0.1, 0.0, -0.2], [-0.1, 0.0, -0.1], [0.1, 0.0, -0.1]],
  "lowdin_charge": [0.157, 0.016, 0.136, 0.007, -0.504, -0.286, 0.062, 0.096, 0.138, 0.096, 0.083]
}

Number 1: E_tot -2843.3073 a.u.. Number 2: E_tot -4454.3169 a.u.. Number 3: E_tot -322.5388 a.u..